{"formula": "C4H9O3Ru", "method": "the ωB97M-V functional and the def2-TZVPD basis", "symbols": ["H", "H", "H", "C", "O", "C", "O", "O", "H", "H", "H", "Ru", "H", "C", "H", "H", "C"], "positions_angstrom": [[-0.27542, -2.40355, 1.82410], [-2.37173, 1.18029, 1.72253], [-1.45789, 2.21531, 0.28593], [-1.73344, 1.28419, 0.81681], [-2.34658, 0.33719, -0.05730], [-0.04682, -1.64438, 1.05795], [0.29719, -0.42638, 1.86129], [0.89429, 0.69086, -1.27145], [0.63955, 1.24357, 0.34962], [0.90364, -1.90190, 0.55099], [1.26755, -0.45078, -2.86772], [-1.71613, -1.43515, -0.34042], [2.38976, -0.69699, -1.52414], [-0.27874, 0.89560, 1.48472], [-0.50349, 0.20664, 0.73895], [2.50150, 0.81480, -2.56618], [1.83678, 0.09070, -2.06566]], "total_energy_ev": -12995.9095, "s2": 12.02, "orbital_gap_ev": [7.89, 6.59], "total_charge": 1, "multiplicity": 7, "lumo_energy_ev": [-4.500, -7.354]}

{"formula": "C4H9O3S", "method": "the ωB97M-V functional and the def2-TZVPD basis", "symbols": ["H", "H", "C", "H", "H", "C", "C", "H", "O", "O", "C", "H", "H", "H", "O", "S", "H"], "positions_angstrom": [[-2.53645, -2.19298, -2.03561], [1.70657, 1.00199, -0.03332], [-0.36295, 0.53331, -0.10843], [0.78977, 2.07019, 1.07262], [1.47966, -1.45591, 0.40223], [1.22569, -0.01916, 1.75226], [-0.54343, 0.85378, -1.51771], [-0.40588, -0.48624, 0.18289], [-2.19151, -1.86347, -1.19681], [0.38002, 1.42008, -2.14551], [0.87761, 1.03955, 0.70967], [-1.24196, 0.87789, 0.43952], [1.04306, -0.99197, 1.00907], [0.51407, -0.10736, 2.56781], [-1.61374, 0.42938, -2.09558], [2.76536, -0.17402, 2.55154], [-1.88588, -0.93506, -1.55465]], "total_energy_ev": -21269.3312, "orbital_gap_ev": 6.16, "total_charge": -1, "multiplicity": 1, "lumo_energy_ev": 1.236}

What did the second record say?
{"formula": "C4H9O3S", "method": "the ωB97M-V functional and the def2-TZVPD basis", "symbols": ["H", "H", "C", "H", "H", "C", "C", "H", "O", "O", "C", "H", "H", "H", "O", "S", "H"], "positions_angstrom": [[-2.53645, -2.19298, -2.03561], [1.70657, 1.00199, -0.03332], [-0.36295, 0.53331, -0.10843], [0.78977, 2.07019, 1.07262], [1.47966, -1.45591, 0.40223], [1.22569, -0.01916, 1.75226], [-0.54343, 0.85378, -1.51771], [-0.40588, -0.48624, 0.18289], [-2.19151, -1.86347, -1.19681], [0.38002, 1.42008, -2.14551], [0.87761, 1.03955, 0.70967], [-1.24196, 0.87789, 0.43952], [1.04306, -0.99197, 1.00907], [0.51407, -0.10736, 2.56781], [-1.61374, 0.42938, -2.09558], [2.76536, -0.17402, 2.55154], [-1.88588, -0.93506, -1.55465]], "total_energy_ev": -21269.3312, "orbital_gap_ev": 6.16, "total_charge": -1, "multiplicity": 1, "lumo_energy_ev": 1.236}

> Number 1 is which compound?

C4H9O3Ru

Repeat the second record exactly.
{"formula": "C4H9O3S", "method": "the ωB97M-V functional and the def2-TZVPD basis", "symbols": ["H", "H", "C", "H", "H", "C", "C", "H", "O", "O", "C", "H", "H", "H", "O", "S", "H"], "positions_angstrom": [[-2.53645, -2.19298, -2.03561], [1.70657, 1.00199, -0.03332], [-0.36295, 0.53331, -0.10843], [0.78977, 2.07019, 1.07262], [1.47966, -1.45591, 0.40223], [1.22569, -0.01916, 1.75226], [-0.54343, 0.85378, -1.51771], [-0.40588, -0.48624, 0.18289], [-2.19151, -1.86347, -1.19681], [0.38002, 1.42008, -2.14551], [0.87761, 1.03955, 0.70967], [-1.24196, 0.87789, 0.43952], [1.04306, -0.99197, 1.00907], [0.51407, -0.10736, 2.56781], [-1.61374, 0.42938, -2.09558], [2.76536, -0.17402, 2.55154], [-1.88588, -0.93506, -1.55465]], "total_energy_ev": -21269.3312, "orbital_gap_ev": 6.16, "total_charge": -1, "multiplicity": 1, "lumo_energy_ev": 1.236}